Record 1
Below is a cluster of 2 separate species, C5H9NO in total at a distorted geometry, with properties calculated with ωB97M-V/def2-TZVPD.

The geometry in XYZ format:
```
16
Properties=species:S:1:pos:R:3:forces:R:3:mulliken_charge:R:1
C -1.7334 -0.3256 -0.5706 -0.05 -0.06 -0.11 -1.4217
C -0.5169 -0.2327 0.3218 -0.14 0.07 0.21 0.0666
C 0.0536 1.1615 0.5667 0.10 0.12 -0.01 -0.3982
C 1.4099 0.7662 0.1494 0.08 0.38 0.35 -0.4076
O 1.4209 -0.4653 -1.4189 -0.05 -0.40 -0.42 -0.6306
C -0.4483 -1.0741 1.4632 0.18 -0.49 0.64 0.3224
N -0.3149 -1.7533 2.4022 -0.12 0.58 -0.82 -0.5996
H -1.5356 0.1601 -1.5336 -0.09 -0.08 0.11 0.3661
H -2.6213 0.1541 -0.1304 0.10 -0.09 -0.06 0.3718
H -1.9630 -1.3768 -0.7651 -0.12 0.15 -0.05 0.3537
H 0.5890 -0.7924 -0.9234 0.14 -0.09 0.08 0.3955
H -0.3866 1.9231 -0.0835 0.06 -0.22 0.00 0.3021
H 0.0017 1.5307 1.6001 0.04 -0.13 -0.07 0.3118
H 1.9444 0.1306 0.8508 -0.03 0.14 -0.16 0.3164
H 2.0000 1.3533 -0.5432 0.02 0.03 0.24 0.2886
H 2.1005 -1.1594 -1.3855 -0.13 0.09 0.07 0.3626
```
Forces are in eV/Å.

Output
Energy above the lowest of the compared OMol25 structures with the same formula, charge and spin   488.7 kJ/mol
Calculated total energy   -325.75142 hartree
Net charge   0
LUMO energy (alpha / beta)   -0.31 / -0.31 eV
Highest occupied orbital energy (alpha / beta)   -7.55 / -7.55 eV


Record 2
Below is a structure of composition C5H9NO at a distorted geometry, with properties calculated with ωB97M-V/def2-TZVPD.

The geometry in XYZ format:
```
16
Properties=species:S:1:pos:R:3:forces:R:3:mulliken_charge:R:1
C 0.0464 1.3867 0.0950 0.00 0.03 0.04 -1.4225
C 0.1526 -0.0173 -0.4654 0.10 0.19 -0.09 0.9642
C -0.9541 -0.3631 -1.4612 -0.07 -0.08 0.01 -1.4599
C 0.2652 -1.1625 1.5416 0.23 0.07 -0.08 -0.6130
O 0.0187 -0.2544 2.4891 -0.27 -0.04 0.03 -0.3654
C 1.4665 -0.3474 -0.9728 0.88 -0.29 -0.25 0.0610
N 2.5207 -0.6511 -1.3525 -1.02 0.30 0.34 -0.5115
H -0.9140 1.5108 0.6095 0.13 -0.03 -0.07 0.3266
H 0.8435 1.6065 0.8095 -0.10 -0.04 -0.11 0.3413
H 0.0867 2.1313 -0.7096 0.00 -0.13 0.09 0.4055
H -0.9102 0.2999 -2.3341 0.02 -0.08 0.13 0.4020
H -1.9367 -0.2358 -0.9923 0.15 -0.02 -0.05 0.3615
H -0.8681 -1.3950 -1.8144 -0.01 0.14 0.06 0.3681
H -0.2408 -1.0112 0.4481 -0.08 -0.03 -0.03 0.5945
H 1.3512 -1.2331 1.4181 -0.12 -0.01 -0.02 0.2143
H -0.9276 -0.2641 2.6913 0.17 0.03 0.01 0.3331
```
Forces are in eV/Å.

Output
Energy above the lowest of the compared OMol25 structures with the same formula, charge and spin   452.4 kJ/mol
Calculated total energy   -325.76523 hartree
Net charge   0
LUMO energy   0.35 eV
Highest occupied orbital energy   -8.25 eV


Record 3
Below is an isolated molecule of C5H9NO at a distorted geometry, with properties calculated with ωB97M-V/def2-TZVPD.

The geometry in XYZ format:
```
16
Properties=species:S:1:pos:R:3:forces:R:3:mulliken_charge:R:1
C -0.3579 1.8771 -0.0209 0.60 0.76 1.13 -1.4456
C -0.6633 0.4542 -0.2744 -2.58 -0.70 -1.16 -0.2608
N -0.0934 -0.1188 -1.4940 4.37 3.53 -1.70 -0.5320
C 1.1079 -0.3633 1.3083 0.85 0.33 1.91 -0.7513
C -0.0214 -0.6885 0.4639 1.11 -0.82 0.58 1.4390
O -0.6307 -1.5403 1.4068 -0.43 0.64 0.95 -0.5545
C 0.3634 -1.3292 -0.8012 -0.50 -1.18 -2.78 -0.8073
H -0.6612 2.5783 -0.8037 -0.16 -0.45 -0.10 0.3923
H -0.8565 2.1666 0.9088 0.10 0.24 -0.05 0.3351
H 0.7203 2.0138 0.1496 -0.18 0.00 0.00 0.3142
H -1.7404 0.3191 -0.4262 -0.19 0.01 0.64 0.3644
H 0.8483 0.4834 -1.5079 -2.39 -1.42 -0.94 0.3540
H 1.8001 -1.2239 1.3036 -0.22 -0.01 -0.16 0.2665
H -0.9875 -0.9416 2.0823 -0.10 -0.36 0.18 0.3565
H -0.2376 -2.1102 -1.2718 -0.13 -0.58 0.96 0.2531
H 1.4098 -1.5768 -1.0232 -0.14 0.02 0.55 0.2765
```
Forces are in eV/Å.

Output
Energy above the lowest of the compared OMol25 structures with the same formula, charge and spin   652.4 kJ/mol
Calculated total energy   -325.68908 hartree
Net charge   0
LUMO energy (alpha / beta)   -0.55 / -0.55 eV
Highest occupied orbital energy (alpha / beta)   -8.70 / -8.70 eV


Record 4
Below is an isolated molecule of C5H9NO, with properties calculated with ωB97M-V/def2-TZVPD.

The geometry in XYZ format:
```
16
Properties=species:S:1:pos:R:3:forces:R:3:mulliken_charge:R:1
C -1.4026 -0.0349 1.2874 0.06 0.01 0.02 -1.3849
C -1.2187 0.0618 -0.2076 -0.15 -0.19 0.06 0.1188
N -0.8786 1.3929 -0.7163 -0.09 0.21 -0.17 -0.7155
C 0.0663 0.2960 -0.9058 0.13 -0.22 -0.09 0.1644
C 1.4027 0.2984 -0.2094 -0.11 0.01 0.01 -0.8067
C 1.9009 -1.1188 -0.0358 -0.15 -0.24 -0.05 0.0408
O 1.2661 -2.1000 -0.3445 0.33 0.40 0.15 -0.4719
H -0.8336 0.7496 1.7942 -0.02 -0.14 -0.07 0.3545
H -2.4594 0.1269 1.5282 0.16 -0.03 0.00 0.3595
H -1.1090 -1.0122 1.6846 -0.02 0.10 -0.11 0.2697
H -1.9254 -0.5360 -0.7837 0.03 0.19 0.07 0.4409
H -1.3745 1.5910 -1.5802 0.12 0.04 0.08 0.2541
H 0.1251 -0.1249 -1.9095 -0.06 0.01 0.16 0.3851
H 1.3593 0.7794 0.7767 -0.03 -0.09 -0.11 0.3020
H 2.1636 0.8565 -0.7755 -0.13 -0.07 0.07 0.3262
H 2.9181 -1.2257 0.3971 -0.09 0.02 -0.01 0.3629
```
Forces are in eV/Å.

Output
Energy above the lowest of the compared OMol25 structures with the same formula, charge and spin   193.4 kJ/mol
Calculated total energy   -325.86387 hartree
Net charge   0
LUMO energy   1.05 eV
Highest occupied orbital energy   -9.60 eV
Structure (SMILES)   C[C@H]1N[C@H]1CC=O


Record 5
Below is a cluster of 2 separate species, C5H9NO in total at a distorted geometry, with properties calculated with ωB97M-V/def2-TZVPD.

The geometry in XYZ format:
```
16
Properties=species:S:1:pos:R:3:forces:R:3:mulliken_charge:R:1
C -2.3084 -0.0657 -1.0984 -0.02 0.00 -0.05 -0.7713
O 0.7425 -0.5207 -1.2838 0.21 0.19 0.35 -0.5978
C 1.1284 -0.1229 -0.2006 -0.06 -0.11 -0.13 0.8484
C 1.7455 -1.0595 0.8084 0.00 -0.08 -0.02 -1.1098
C 0.9837 1.3226 0.2166 -0.02 0.07 -0.06 -1.1436
C -1.9697 -0.2645 0.3098 0.24 -0.12 0.94 0.4227
N -1.6681 -0.4085 1.4181 -0.32 0.13 -1.11 -0.4418
H -2.8741 -0.9226 -1.4716 0.06 0.11 0.07 0.2918
H -2.9076 0.8409 -1.2135 0.06 -0.13 0.03 0.2714
H -1.3787 0.0249 -1.6694 -0.18 -0.02 0.10 0.2613
H 2.6793 -0.6516 1.2091 -0.13 -0.03 -0.05 0.3554
H 1.9243 -2.0312 0.3451 -0.01 0.12 0.08 0.3068
H 1.0458 -1.1780 1.6444 0.09 0.04 -0.11 0.2805
H 0.4064 1.3833 1.1450 0.10 -0.04 -0.11 0.3357
H 0.4818 1.8925 -0.5684 0.07 -0.08 0.10 0.2672
H 1.9689 1.7611 0.4092 -0.10 -0.08 -0.02 0.4230
```
Forces are in eV/Å.

Output
Energy above the lowest of the compared OMol25 structures with the same formula, charge and spin   87.9 kJ/mol
Calculated total energy   -325.90406 hartree
Net charge   0
LUMO energy   0.91 eV
Highest occupied orbital energy   -9.77 eV
Structure (SMILES)   CC(C)=O.CC#N


Record 6
Below is an isolated molecule of C5H9NO at a distorted geometry, with properties calculated with ωB97M-V/def2-TZVPD.

The geometry in XYZ format:
```
16
Properties=species:S:1:pos:R:3:forces:R:3:mulliken_charge:R:1
C -0.8310 0.0750 2.1104 -0.01 0.06 -0.10 -1.3793
C -0.0758 -0.6468 0.9873 0.17 0.16 -0.13 0.4235
C -0.8375 -1.0088 -0.3196 0.33 0.33 -0.27 -0.5356
N 0.2141 -0.0179 -1.0813 0.42 0.14 0.40 -0.0178
C 0.9118 0.7872 -2.2435 -0.57 -0.39 0.01 -0.7549
C 0.8014 0.2447 0.0970 0.66 0.48 0.24 0.2659
O 1.7404 0.9969 0.2477 0.01 -0.11 1.17 -0.6778
H -1.4511 0.8844 1.7066 0.10 -0.12 0.04 0.3588
H -0.1201 0.5264 2.8180 -0.14 -0.16 -0.27 0.3205
H -1.4837 -0.5983 2.6857 0.21 0.09 -0.27 0.3509
H 0.4977 -1.4852 1.4125 -0.16 0.20 -0.32 0.2840
H -0.8096 -2.0878 -0.5560 0.40 0.69 -0.46 0.2427
H -1.9033 -0.7166 -0.2755 0.65 0.39 -0.54 0.2638
H 1.9373 1.2074 -2.0001 -1.39 -1.15 0.65 0.2793
H 1.0695 0.1439 -3.1051 -0.46 0.01 -0.09 0.3145
H 0.3399 1.6955 -2.4841 -0.22 -0.62 -0.07 0.2615
```
Forces are in eV/Å.

Output
Energy above the lowest of the compared OMol25 structures with the same formula, charge and spin   224.3 kJ/mol
Calculated total energy   -325.85211 hartree
Net charge   0
LUMO energy   0.85 eV
Highest occupied orbital energy   -9.32 eV
Structure (SMILES)   C[C@H]1CN(C)C1=O